Density functional theory data (ωB97M-V/def2-TZVPD) for a structure of composition C20H30N4O4S.

Results
highest occupied orbital energy = -8.25 eV
E_tot = -1698.26814 Eh
charge = 0
relative energy (zero: lowest compared OMol25 entry of this formula, charge and spin) = 110.8 kJ/mol
Kohn-Sham gap = 7.98 eV

Positions of all 59 atoms, in Å:
C  -3.26689  -3.57986  2.08172
C  -2.16735  -4.52136  1.61224
C  -0.71073  -4.06511  1.84073
C  -0.42449  -2.58340  2.09092
C  -0.09739  -1.71159  0.90562
C  0.84085  -0.73500  1.00156
N  1.55267  -0.55398  2.24575
C  1.26285  0.40891  2.93749
O  1.01193  1.26109  3.69074
C  1.23553  0.14139  -0.08724
N  2.19572  1.10952  0.22955
C  0.62888  0.07217  -1.29724
C  0.91745  0.95205  -2.47770
C  -0.27687  1.86272  -2.85779
C  0.06781  3.34387  -2.90740
O  0.06811  3.94750  -1.61727
C  -0.37219  -0.91681  -1.44019
N  -1.06218  -1.14495  -2.54572
S  -2.09028  -2.33909  -2.20966
N  -1.68115  -2.65471  -0.70111
C  -0.72689  -1.79591  -0.36709
H  -3.03267  -3.09364  3.02583
H  -4.18376  -4.14046  2.25060
H  -3.49019  -2.80861  1.35038
H  -2.30784  -5.47286  2.12123
H  -2.31125  -4.72544  0.55683
H  -0.33696  -4.60611  2.70720
H  -0.09374  -4.38592  1.00393
H  -1.22308  -2.11291  2.66205
H  0.45683  -2.52636  2.72334
H  2.92316  0.73342  0.82071
H  2.62697  1.51169  -0.58949
H  1.10104  0.28039  -3.31372
H  1.79166  1.57224  -2.31375
H  -1.05668  1.74514  -2.10593
H  -0.72562  1.54633  -3.79437
H  -0.64268  3.85684  -3.55559
H  1.07349  3.48577  -3.29182
H  -0.82571  3.87328  -1.27509
C  -2.80225  0.12061  -5.45608
C  -3.32545  1.53377  -5.35015
O  -3.07790  2.23983  -4.40119
C  -4.17630  2.02528  -6.49784
H  -2.20015  -0.12607  -4.58444
H  -3.64057  -0.57492  -5.53055
H  -2.19251  0.01878  -6.35574
H  -5.05592  1.38944  -6.60975
H  -3.60813  1.98495  -7.42852
H  -4.49057  3.04853  -6.30919
C  3.98777  1.46015  4.95922
C  5.33304  1.59142  5.63258
O  6.36294  1.36494  5.04469
C  5.32324  2.02248  7.08040
H  4.13104  1.14715  3.92729
H  3.37677  0.72328  5.48280
H  3.46010  2.41432  4.97848
H  4.75866  1.30675  7.68002
H  4.84446  2.99815  7.17684
H  6.34335  2.08092  7.45091

Density functional theory data (ωB97M-V/def2-TZVPD) for a structure of composition C23H23HfP2.

Results
highest occupied orbital energy = -9.32 eV
E_tot = -1620.53323 Eh
charge = +1
relative energy (zero: lowest compared OMol25 entry of this formula, charge and spin) = 131.1 kJ/mol
Kohn-Sham gap = 5.50 eV

Positions of all 49 atoms, in Å:
C  1.20687  -1.79287  -0.47385
C  2.48319  -1.26381  -0.43973
C  2.92199  0.07842  -0.44456
C  2.18397  1.27388  -0.34861
C  0.85194  1.49812  -0.04278
Hf  -0.24005  -0.22008  -0.56474
P  -1.54983  -2.11742  0.71100
H  1.11013  -2.88114  -0.50214
H  3.33072  -1.96418  -0.42828
H  4.00374  0.21943  -0.53407
H  0.54349  2.52952  0.12394
H  2.81337  2.16465  -0.49874
H  -1.99445  -1.91865  2.05813
H  -0.89473  -3.38373  0.88104
H  -2.79158  -2.60600  0.15189
C  -6.38586  0.13402  2.06647
C  -5.99888  -0.31390  0.79305
C  -4.73310  0.00394  0.30591
C  -3.84618  0.77583  1.08184
C  -4.23454  1.19287  2.36603
C  -5.50508  0.88890  2.85254
P  -2.18241  1.12119  0.43876
C  -2.54068  1.50164  -1.36851
C  -1.85332  0.85471  -2.43125
C  -2.31840  1.02898  -3.73947
C  -3.42271  1.83735  -4.00223
C  -4.06158  2.52172  -2.95962
C  -3.61572  2.35959  -1.64215
C  -1.67606  2.57619  1.40665
C  -1.79658  3.87157  0.89034
C  -1.35583  4.95481  1.66434
C  -0.75688  4.73483  2.91454
C  -0.58135  3.43073  3.39147
C  -1.04434  2.35080  2.64623
H  -7.37382  -0.11990  2.44969
H  -6.68502  -0.91227  0.18392
H  -4.42540  -0.34783  -0.68112
H  -3.54027  1.76320  2.98090
H  -5.80465  1.23633  3.84587
H  -0.87458  0.22027  -2.38088
H  -1.78800  0.52477  -4.55363
H  -3.77392  1.94791  -5.02870
H  -4.90023  3.18350  -3.17257
H  -4.11049  2.88889  -0.82014
H  -2.23349  4.02700  -0.09937
H  -1.48033  5.97041  1.28299
H  -0.42141  5.58372  3.51390
H  -0.09431  3.25438  4.35139
H  -0.89851  1.32860  2.99978

Density functional theory data (ωB97M-V/def2-TZVPD) for a structure of composition C32H56CaCl4F4N7O10S2.

Results
highest occupied orbital energy = -10.63 eV
E_tot = -6102.96465 Eh
charge = +1
relative energy (zero: lowest compared OMol25 entry of this formula, charge and spin) = 0.0 kJ/mol
Kohn-Sham gap = 8.46 eV

Positions of all 116 atoms, in Å:
Ca  14.39725  -3.78574  -3.58089
N  15.69978  -4.99463  -5.03478
S  16.17526  -6.46805  -4.61201
O  17.57952  -6.73461  -4.67014
O  15.24850  -7.54822  -4.76586
F  16.01285  -6.16933  -3.03556
S  15.88219  -5.10345  -6.67522
O  14.84350  -5.84058  -7.32077
O  17.20883  -5.22683  -7.17945
F  15.55351  -3.58152  -6.95358
C  12.62413  -7.03480  -9.64752
C  12.68084  -8.35207  -8.90695
O  11.85043  -9.22985  -9.06862
N  13.70442  -8.49379  -8.03464
C  13.89137  -9.67017  -7.22347
H  12.59921  -7.21930  -10.71918
H  13.45876  -6.38040  -9.39796
H  11.69830  -6.52906  -9.36653
H  14.35982  -7.74069  -7.90707
H  13.16636  -9.76077  -6.40958
H  14.88184  -9.61629  -6.77365
H  13.82502  -10.59164  -7.80101
C  12.91790  -0.37798  -6.08289
C  12.95234  -1.87782  -6.24583
O  13.24630  -2.60764  -5.29755
N  12.62669  -2.32576  -7.46512
C  12.57013  -3.71101  -7.87004
H  12.33357  -0.16523  -5.18283
H  12.38608  0.14193  -6.87659
H  13.91969  0.00013  -5.89399
H  12.43581  -1.62930  -8.16556
H  12.82463  -4.34999  -7.03117
H  13.30182  -3.94508  -8.64499
H  11.58600  -3.96201  -8.26645
C  14.94476  -6.59504  -0.14808
C  13.80583  -5.81432  -0.71989
O  13.93285  -4.98772  -1.62133
N  12.58371  -6.23619  -0.33686
C  11.35375  -5.73188  -0.91340
H  15.84628  -5.98784  -0.05355
H  15.21676  -7.35823  -0.88124
H  14.78049  -7.09223  0.80548
H  12.47650  -6.68721  0.55593
H  11.45946  -4.69073  -1.20915
H  10.52241  -5.90014  -0.23283
H  11.07078  -6.30035  -1.80722
C  17.26364  -2.85631  -0.08269
C  17.30392  -3.21285  -1.54254
O  16.29885  -3.59056  -2.14545
N  18.48775  -3.09676  -2.17293
C  18.78087  -3.72495  -3.45267
H  18.17548  -2.34811  0.22991
H  17.07529  -3.74998  0.50668
H  16.45591  -2.13953  0.07147
H  19.26712  -2.84681  -1.58570
H  17.89661  -4.24727  -3.80330
H  19.61786  -4.41323  -3.39370
H  18.96677  -2.93340  -4.17847
C  11.77631  -6.77385  -5.64245
C  11.71358  -5.51777  -4.82356
O  12.66620  -5.20358  -4.09564
N  10.60194  -4.78550  -4.90908
C  10.32886  -3.57612  -4.16210
H  12.74724  -7.24634  -5.52345
H  11.60342  -6.54409  -6.69549
H  11.02276  -7.48393  -5.31150
H  9.87804  -5.06681  -5.55043
H  9.33267  -3.61571  -3.72554
H  10.39792  -2.66833  -4.76473
H  11.07324  -3.47917  -3.37462
C  17.20194  -1.06752  -5.62835
C  16.48007  -0.94581  -4.30833
O  15.53619  -1.68186  -4.02957
N  16.92426  -0.00006  -3.47082
C  16.21550  0.33313  -2.24541
H  17.43076  -2.12375  -5.78205
H  18.14841  -0.53233  -5.65910
H  16.53259  -0.77474  -6.43566
H  17.70115  0.59984  -3.68242
H  15.14147  0.19371  -2.34325
H  16.37398  1.39720  -2.06369
H  16.55268  -0.20093  -1.35710
C  20.95308  -5.65949  -6.20183
Cl  21.49970  -6.62422  -4.84086
Cl  21.09736  -3.90662  -5.85865
H  21.59200  -5.85314  -7.05382
H  19.90907  -5.87630  -6.39888
C  12.95864  -8.83216  -2.84185
Cl  11.54542  -9.49800  -3.67304
Cl  13.01945  -9.34427  -1.15725
H  13.84497  -9.19382  -3.35093
H  12.94527  -7.74656  -2.89599
F  19.25406  -5.53334  1.46026
C  18.89322  -6.42557  0.51316
C  19.29471  -6.21145  -0.78487
C  18.96669  -7.15864  -1.75720
C  18.29522  -8.31260  -1.40960
C  17.88790  -8.51539  -0.09607
C  18.17496  -7.55335  0.86643
H  19.85523  -5.32921  -1.06256
H  19.39551  -6.94931  -2.72761
H  18.11358  -9.08002  -2.15193
H  17.33145  -9.38037  0.23742
H  17.82949  -7.67894  1.88480
F  17.46838  -6.48822  -14.44204
C  17.63982  -6.12035  -13.15356
C  18.92666  -5.87089  -12.71579
C  19.10143  -5.49248  -11.39129
C  17.99419  -5.39020  -10.55775
C  16.73293  -5.74207  -10.99701
C  16.52818  -6.05307  -12.34148
H  19.75157  -5.93753  -13.41130
H  20.09750  -5.38272  -10.98458
H  18.18361  -5.14420  -9.52016
H  15.88337  -5.71719  -10.32562
H  15.53611  -6.16477  -12.75497

Density functional theory data (ωB97M-V/def2-TZVPD) for the molecule C4H8O2.

Results
highest occupied orbital energy = -9.66 eV
E_tot = -307.59154 Eh
charge = 0
relative energy (zero: lowest compared OMol25 entry of this formula, charge and spin) = 317.4 kJ/mol
Kohn-Sham gap = 10.64 eV

Positions of all 14 atoms, in Å:
C  1.00312  1.21775  0.37231
C  -0.07290  0.17367  0.60842
C  -1.26313  0.16451  -0.35283
O  -1.13534  -1.24813  -0.71205
C  0.29520  -1.25433  0.12983
O  1.04036  -1.38978  -0.93480
H  1.82429  1.10215  1.08726
H  0.59891  2.23073  0.48156
H  1.41412  1.10203  -0.63500
H  -0.40583  0.16405  1.65223
H  -2.24115  0.32945  0.10049
H  -1.15724  0.79650  -1.24062
H  -0.18174  -1.32104  -1.42593
H  0.28134  -2.06755  0.86913